{
  "formula": "C3H6N2",
  "method": "ωB97M-V/def2-TZVPD",
  "orbital_gap_ev": 10.6,
  "e_homo_ha": -0.3550,
  "relative_energy_kcal_mol": 21.69,
  "smiles": "CNCC#N",
  "spin_multiplicity": 1,
  "total_energy_ha": -227.39027,
  "species": ["H", "C", "N", "H", "C", "C", "H", "H", "H", "N", "H"],
  "positions_angstrom": [[-0.8069, 1.8930, -0.2014], [1.1631, -0.7556, 0.0828], [-2.6701, -0.6808, -0.1956], [2.0018, -1.1059, -0.5681], [-1.8068, 0.0468, -0.0288], [-0.6041, 0.8925, 0.1978], [-0.4597, 0.9134, 1.2684], [0.5087, 0.3777, -1.4779], [1.6066, -0.4558, 1.0862], [0.6296, 0.4391, -0.4696], [0.4378, -1.5644, 0.3062]],
  "lowdin_charge": [0.12, -0.17, 0.14, 0.09, -0.22, -0.21, 0.11, 0.11, 0.10, -0.15, 0.08]
}

{
  "formula": "C18H12N3NiS3Sb",
  "method": "ωB97M-V/def2-TZVPD",
  "orbital_gap_ev": [5.4, 5.1],
  "charge": -1,
  "s_squared": 0.76,
  "e_homo_ha": [-0.1371, -0.1259],
  "spin_multiplicity": 2,
  "total_energy_ha": -3800.67941,
  "species": ["C", "H", "H", "S", "C", "H", "H", "N", "C", "H", "S", "C", "H", "H", "N", "C", "H", "H", "C", "C", "C", "C", "H", "C", "C", "C", "S", "C", "C", "N", "C", "H", "C", "Ni", "C", "C", "H", "Sb"],
  "positions_angstrom": [[-3.9829, -1.7348, 1.0471], [-1.7091, 4.7270, -1.1520], [3.0579, 4.8624, -0.6669], [3.0840, -1.7480, -0.3428], [-2.8589, 0.4072, 0.8352], [0.6346, 5.4790, -1.0278], [-4.8730, 0.1327, 1.5196], [-0.5255, 0.4223, 0.0087], [1.0357, 2.1677, -0.2586], [3.9459, 0.7539, 0.2133], [3.2087, -3.8272, -0.1067], [0.3680, 4.4483, -0.8289], [4.7382, 3.0968, -0.1728], [-1.3573, -5.4257, 0.1389], [1.9749, 1.2149, -0.0130], [-1.6812, -0.1752, 0.3709], [-2.3366, 2.4124, -0.6861], [-4.8619, -2.3239, 1.2780], [-1.6423, -1.6246, 0.3469], [3.6801, 2.8733, -0.2034], [-0.9298, 4.0229, -0.8821], [-0.3494, 1.7366, -0.2551], [-2.9053, 1.4763, 0.9743], [-2.6764, -3.7907, 0.5449], [3.2402, 1.5539, 0.0175], [-2.7907, -2.3851, 0.6418], [6.2349, -5.5600, -1.2996], [-1.2991, 2.6954, -0.5974], [-1.4796, -4.3534, 0.2126], [-0.4459, -2.2060, 0.0545], [2.7553, 3.8387, -0.4755], [-3.5472, -4.4059, 0.7434], [-3.9813, -0.3727, 1.1655], [1.1158, -0.7567, -0.0754], [1.3821, 3.5079, -0.5185], [-0.3724, -3.5123, -0.0134], [0.5980, -3.9324, -0.2452], [5.5516, -3.6952, -0.2919]],
  "lowdin_charge": [-0.08, 0.10, 0.11, -0.08, -0.04, 0.10, 0.09, 0.02, -0.13, 0.06, -0.23, -0.08, 0.10, 0.10, 0.06, -0.21, 0.09, 0.09, -0.13, -0.06, -0.11, -0.21, 0.08, -0.03, -0.15, -0.17, -0.35, -0.04, -0.06, 0.07, -0.03, 0.11, -0.11, 0.04, -0.17, -0.13, 0.03, 0.36]
}

{
  "formula": "C3H9NO3",
  "method": "ωB97M-V/def2-TZVPD",
  "orbital_gap_ev": 10.3,
  "e_homo_ha": -0.3575,
  "relative_energy_kcal_mol": 88.25,
  "spin_multiplicity": 1,
  "total_energy_ha": -400.08086,
  "species": ["C", "H", "O", "H", "C", "C", "H", "O", "H", "O", "H", "H", "H", "H", "N", "H"],
  "positions_angstrom": [[0.9187, -0.1796, 0.9305], [2.6408, -0.6228, -0.7890], [-1.4850, -0.3283, 1.3032], [0.7761, -1.2688, -2.0596], [1.9342, -0.0564, -1.4337], [-0.5061, -0.8574, 0.8057], [-0.0061, 0.7939, -0.7876], [-2.7292, 1.9333, 1.4003], [1.7280, -0.8786, 1.1638], [1.5952, -0.9330, -2.4634], [0.8200, 0.6534, 1.6083], [-0.2706, -1.8676, 0.4350], [2.1629, 0.9792, -1.6937], [-2.7056, 1.4349, 0.5713], [0.6319, 0.0462, -0.5409], [-1.9208, 1.4984, 1.7384]],
  "lowdin_charge": [-0.10, 0.12, 0.00, 0.08, -0.21, -0.29, 0.12, -0.09, 0.12, -0.06, 0.10, 0.13, 0.12, 0.02, -0.06, 0.01]
}

{
  "formula": "C28H67N12O10",
  "method": "ωB97M-V/def2-TZVPD",
  "orbital_gap_ev": 6.0,
  "charge": -1,
  "e_homo_ha": -0.1498,
  "spin_multiplicity": 1,
  "total_energy_ha": -2516.58422,
  "species": ["H", "N", "C", "H", "H", "C", "H", "H", "H", "H", "H", "H", "H", "H", "H", "H", "O", "O", "H", "H", "H", "C", "N", "H", "C", "H", "O", "C", "H", "H", "C", "H", "H", "H", "H", "H", "N", "C", "N", "C", "H", "H", "H", "H", "C", "O", "N", "H", "H", "C", "C", "N", "H", "H", "H", "C", "O", "C", "O", "C", "H", "H", "H", "H", "C", "O", "O", "H", "H", "H", "C", "C", "H", "N", "H", "C", "H", "C", "H", "H", "N", "H", "H", "H", "H", "N", "H", "N", "H", "H", "C", "H", "C", "H", "O", "H", "H", "H", "C", "H", "H", "H", "C", "N", "O", "C", "C", "H", "N", "C", "H", "H", "H", "C", "C", "H", "H"],
  "positions_angstrom": [[-2.8028, 2.5353, 1.1798], [-2.5503, -6.6659, -0.0689], [-6.8456, -1.8147, 3.8974], [6.4873, -0.4947, -4.1428], [1.6549, 1.3857, -3.8910], [0.7184, -0.4862, -0.1808], [0.7933, 5.5980, -4.6510], [3.1171, 2.5434, -2.9532], [-2.0396, 8.7282, 0.8234], [-3.6586, -8.4131, 0.2817], [-0.8445, 6.8088, -1.6049], [-2.3203, 6.6371, 2.2733], [0.7095, -0.1861, 4.8152], [1.6429, -0.2576, 0.3501], [0.9425, -1.0943, -1.0553], [-0.7208, -5.7011, -0.4139], [-4.8025, 4.3705, 3.8314], [-2.6300, -4.9961, 1.4841], [4.2511, 2.8072, -5.0626], [7.8596, 1.4297, -3.8795], [-3.4229, 7.7591, 0.2548], [-0.8217, 6.2257, -0.6670], [-5.6856, -1.9834, 4.7537], [3.5933, -0.6960, 6.9358], [-5.3122, -0.9587, 5.5526], [-7.7212, -1.5982, 4.5125], [0.9534, -4.8776, -0.9670], [5.9310, 1.4471, -4.4187], [-3.5168, -7.9210, -1.4202], [-5.0069, 1.6929, 4.4689], [-1.1551, 4.6847, -6.0495], [-1.1575, -2.4657, -0.6269], [4.7462, -4.4981, -1.0035], [1.0834, 1.5479, 4.6919], [0.0252, 0.9661, 5.9890], [-2.1154, -4.9935, -1.2446], [0.2399, 4.3168, -6.1600], [-2.9556, -6.0995, 1.0860], [-0.1866, -1.1993, 0.7120], [0.6341, 3.3287, -7.1498], [-2.0330, 5.0796, 1.4595], [-3.4505, 0.9705, 1.7269], [-4.1235, -3.2213, 5.4153], [5.3752, -0.3209, -5.2857], [4.7069, 2.3755, -4.1330], [-5.8732, 0.1179, 5.6183], [3.0513, -5.7386, -0.9483], [6.8237, 1.0158, -2.6722], [-1.4147, -6.5224, -1.8345], [-0.6282, -2.5266, 0.3268], [-2.9895, -7.9867, -0.4654], [-1.5961, 6.7593, 0.3075], [-1.4981, 5.0961, -7.0027], [5.6369, 1.5882, -6.4406], [-1.2637, -1.2676, 2.4403], [2.7527, -0.7147, 6.2427], [2.3745, 4.5905, -5.4180], [0.8986, 0.7235, 5.3802], [2.6488, -0.8780, -2.7082], [-3.9361, 1.7832, 4.3181], [1.3393, -6.8712, -0.8991], [-5.6412, -4.0520, 5.0107], [4.5421, -6.8615, -0.0259], [-0.2360, 2.9830, -7.7051], [2.4461, 1.5837, 7.0285], [-0.1599, 5.2160, -0.5585], [2.5328, -1.3155, -4.8849], [7.0654, 0.9879, -6.0265], [-3.9140, 4.2483, 2.0129], [-7.0203, -2.7187, 3.3171], [-2.3616, 7.9713, 0.1040], [2.6749, 1.0187, -4.1747], [3.3312, -3.8935, -1.9020], [6.4147, 1.7462, -5.7957], [-1.2932, -2.9516, 1.0778], [2.6292, -0.5348, -3.8963], [3.3413, -3.8344, -0.1324], [-2.9220, 1.8762, 2.0399], [5.1060, 3.2460, -3.5641], [0.2577, 0.4520, -0.4944], [-3.6834, 2.5258, 3.0939], [-6.6789, -0.9728, 3.2234], [-1.7451, 3.7978, -5.8062], [-4.5919, -3.4238, 3.7143], [-4.4205, -1.1873, 6.1607], [3.6453, 1.7550, -3.3260], [-0.6590, 6.0415, 2.0276], [5.6102, -0.0056, -4.3409], [-3.5099, 2.3283, 5.1631], [4.5304, -6.9247, -1.8069], [3.6612, -4.4131, -1.0000], [-2.2157, 8.3552, -0.9051], [-1.6609, 6.0942, 1.5986], [3.1247, -0.9197, 5.2363], [1.9052, 2.6711, 7.0790], [0.2430, -3.1676, 0.2134], [-3.6372, -6.7464, 1.6662], [1.1088, 2.4833, -6.6483], [-0.5836, -0.6249, 1.8527], [2.0623, -1.5079, 6.5406], [3.3323, 1.3469, 7.6434], [1.3558, 3.7739, -7.8377], [-1.6430, -5.9315, -0.9490], [6.9927, 1.7060, -3.4072], [-0.2582, 0.4896, 2.2473], [1.1934, 4.8621, -5.3698], [-4.1596, 3.7786, 2.9791], [-1.9372, 1.6061, 2.4240], [2.0556, 0.5540, 6.2465], [1.7091, -5.8294, -0.9372], [3.3094, -7.8194, -0.8758], [-3.4888, 0.7926, 4.2577], [-2.1195, -8.6384, -0.5783], [3.9042, -6.9069, -0.9120], [-4.9652, -3.2423, 4.7247], [2.8057, 1.2370, -5.2645], [-1.2969, 5.4309, -5.2686]],
  "lowdin_charge": [0.09, -0.19, -0.04, 0.06, 0.11, -0.02, 0.13, 0.09, 0.09, 0.08, 0.13, 0.09, 0.08, 0.10, 0.07, 0.06, -0.01, 0.00, 0.09, 0.05, 0.09, -0.36, -0.20, 0.08, -0.36, 0.09, -0.02, -0.62, 0.09, 0.07, -0.07, 0.10, 0.09, 0.10, 0.09, 0.10, -0.20, -0.36, -0.18, -0.04, 0.07, 0.09, 0.08, 0.07, -0.19, 0.00, -0.19, 0.07, 0.09, -0.05, -0.07, -0.20, 0.08, 0.07, 0.13, -0.07, 0.02, -0.04, -0.08, -0.04, 0.13, 0.09, 0.09, 0.08, -0.37, 0.03, -0.13, 0.06, 0.11, 0.09, -0.07, -0.17, 0.10, 0.04, 0.06, -0.76, 0.09, -0.05, 0.11, 0.09, -0.18, 0.09, 0.09, 0.09, 0.14, -0.05, 0.10, 0.08, 0.10, 0.09, -0.02, 0.08, -0.03, 0.09, 0.01, 0.07, 0.13, 0.08, -0.36, 0.09, 0.13, 0.09, -0.03, 0.06, -0.04, -0.35, -0.37, 0.06, -0.20, -0.33, 0.08, 0.08, 0.09, -0.07, -0.05, 0.09, 0.08]
}

{
  "formula": "C6H11NO2",
  "method": "ωB97M-V/def2-TZVPD",
  "orbital_gap_ev": 9.1,
  "e_homo_ha": -0.3117,
  "relative_energy_kcal_mol": 106.84,
  "spin_multiplicity": 1,
  "total_energy_ha": -440.31698,
  "species": ["C", "H", "C", "H", "H", "H", "H", "H", "C", "O", "C", "H", "H", "H", "N", "C", "C", "H", "H", "O"],
  "positions_angstrom": [[-0.4976, 1.0180, 1.3176], [-2.6070, 1.0844, -0.1351], [0.4514, -0.4574, -0.9095], [-1.7706, 0.2066, -1.6410], [-1.3154, 1.8925, -1.1296], [-1.7718, -1.6998, -0.0626], [0.9389, -0.3260, 2.2675], [0.5537, 1.2490, 2.8974], [1.6902, -0.0979, -1.2038], [2.4931, 0.8261, -0.5867], [-1.7381, 0.9018, -0.8159], [-0.6112, -1.9377, 1.1071], [0.1188, -1.2714, -1.5028], [-2.0964, -0.9347, 1.6209], [0.3762, 0.4976, 2.1942], [-0.7068, 0.0537, 0.1077], [-1.3548, -1.1875, 0.7624], [2.0650, 1.4328, 0.0524], [3.3537, -0.4818, -2.1315], [2.4288, -0.7683, -2.2088]],
  "lowdin_charge": [-0.06, 0.08, 0.00, 0.06, 0.08, 0.05, 0.10, 0.10, -0.40, 0.05, -0.07, 0.08, 0.10, 0.12, 0.04, -0.52, -0.09, 0.12, 0.11, 0.04]
}

{
  "formula": "CH3N2O2S",
  "method": "ωB97M-V/def2-TZVPD",
  "orbital_gap_ev": 9.0,
  "charge": -1,
  "e_homo_ha": -0.1794,
  "relative_energy_kcal_mol": 33.90,
  "smiles": "[H]/N=C\\N=[S@@H](=O)[O-]",
  "spin_multiplicity": 1,
  "total_energy_ha": -698.08378,
  "species": ["H", "H", "S", "H", "O", "C", "N", "O", "N"],
  "positions_angstrom": [[1.2748, 1.4394, -0.5269], [-0.3480, -2.2085, -0.6887], [-0.1081, 1.1697, -0.4111], [0.3217, -0.7834, 1.7559], [-0.4423, 1.4402, 0.9811], [-0.0759, -1.3563, -0.0217], [-0.3327, -0.3040, -1.0247], [-0.5476, 2.2166, -1.3168], [0.2582, -1.6138, 1.2528]],
  "lowdin_charge": [0.04, 0.06, 0.47, -0.05, -0.43, -0.40, -0.25, -0.45, 0.01]
}

{
  "formula": "C9H30NO8Y",
  "method": "ωB97M-V/def2-TZVPD",
  "orbital_gap_ev": 2.9,
  "e_homo_ha": -0.1862,
  "relative_energy_kcal_mol": 0.00,
  "spin_multiplicity": 1,
  "total_energy_ha": -1055.78566,
  "species": ["H", "C", "O", "H", "N", "C", "H", "H", "O", "O", "H", "H", "H", "H", "O", "H", "H", "H", "H", "H", "C", "C", "H", "Y", "H", "H", "C", "H", "C", "C", "H", "H", "H", "H", "H", "O", "H", "H", "O", "H", "C", "H", "H", "H", "H", "O", "H", "O", "C"],
  "positions_angstrom": [[-0.6765, 4.8116, -1.1269], [0.3855, -3.1884, -0.3773], [-2.9383, 3.4902, -2.3540], [-2.0872, 3.2314, -1.9409], [0.7760, -1.1398, 0.8837], [-1.5335, -1.9789, 0.7588], [-2.7126, 4.2518, -2.8960], [2.1069, -1.4464, -1.2323], [-0.2296, 0.0625, -1.3565], [1.9691, 1.4667, -0.8498], [2.8495, -3.0154, -0.9846], [0.0715, 3.6139, 1.7363], [0.1384, -0.4442, -0.5242], [2.3467, 0.5864, -0.9706], [-0.3033, 2.9059, -1.3445], [-2.0747, 0.3025, 1.9293], [-0.4614, -2.7013, 3.1844], [-1.0689, 2.6588, -0.8266], [1.2961, -3.9431, 2.0628], [0.3450, 3.1031, 0.2914], [-0.9527, -3.3280, 0.3432], [-1.0486, 0.2803, 1.5292], [-2.4108, -2.3021, 1.3440], [0.9232, 1.6828, -2.7909], [0.3277, -2.6726, -1.3390], [0.0530, -1.1022, 3.6856], [2.5310, -2.1038, -0.4819], [-1.6152, -1.3921, 3.3881], [-0.6207, -1.6363, 3.0067], [-0.5217, -1.1433, 1.5657], [0.6992, -4.2309, -0.5006], [-1.1447, -0.2337, -1.4760], [-1.6654, -3.8815, -0.2751], [3.3522, -1.5617, -0.0140], [-0.7267, -3.9240, 1.2315], [-1.0068, 5.7210, -1.2794], [-1.0771, 6.1140, -0.4038], [0.1174, 4.7315, -3.9887], [0.0187, 3.7680, -4.0098], [2.3401, -2.5522, 2.3892], [1.9975, -3.2364, 1.6105], [-0.4836, 0.9491, 2.1773], [2.8411, -3.8117, 1.2316], [-2.0758, -1.4270, -0.0234], [-1.1536, 0.7417, 0.5476], [0.7076, 3.1119, 1.2137], [-0.6162, 3.5904, -4.7194], [1.6224, -0.3859, 1.4843], [1.3896, -2.3924, 0.4910]],
  "lowdin_charge": [-0.01, -0.14, -0.08, -0.03, -0.26, -0.15, 0.02, 0.04, -0.22, -0.39, 0.09, 0.03, 0.04, -0.08, -0.45, 0.09, 0.07, -0.01, 0.07, -0.03, -0.18, -0.05, 0.12, 1.65, 0.10, 0.09, -0.05, 0.08, -0.03, -0.50, 0.12, 0.05, 0.11, 0.09, 0.10, -0.08, 0.04, 0.09, -0.11, 0.09, -0.02, 0.08, 0.08, 0.10, 0.06, -0.08, 0.07, -0.13, -0.52]
}

{
  "formula": "CH2N4",
  "method": "ωB97M-V/def2-TZVPD",
  "orbital_gap_ev": 10.7,
  "e_homo_ha": -0.3829,
  "relative_energy_kcal_mol": 134.33,
  "smiles": "C1n2nnn21",
  "spin_multiplicity": 1,
  "total_energy_ha": -258.13166,
  "species": ["N", "H", "C", "H", "N", "N", "N"],
  "positions_angstrom": [[0.4788, -0.8140, -0.3786], [0.1334, 1.3942, -0.3706], [0.5819, 0.5439, -0.0040], [1.4986, 0.6878, 0.5574], [-0.2052, -0.3336, 0.9040], [-0.9892, -0.9586, -0.8775], [-1.4984, -0.5198, 0.1694]],
  "lowdin_charge": [-0.02, 0.08, -0.17, 0.11, -0.02, 0.03, -0.01]
}